Record 1
DFT (ωB97M-V/def2-TZVPD) results for 19 unconnected molecules or ions with the total composition C39H120N18O19.

Structure (XYZ):
```
196
Properties=species:S:1:pos:R:3
H 3.802 8.495 -0.534
H 6.185 -1.779 3.348
N -1.400 0.095 -4.976
H -1.028 0.601 -0.269
H 2.902 0.484 6.879
H -1.603 -1.884 8.619
H 4.971 5.230 -2.111
O -4.118 -2.148 3.390
O -5.558 2.509 0.242
C -2.214 -7.058 3.988
H -4.144 3.869 1.594
C -1.384 -1.104 7.891
N 0.041 -2.202 -0.952
H -0.396 3.149 1.642
H 5.186 3.463 -1.787
O -2.710 -0.535 7.796
H -0.993 -4.738 -3.259
O -8.084 -1.025 -1.049
H 2.939 2.472 -2.215
H 0.681 6.193 3.404
H 1.422 2.453 -7.945
O 4.408 2.572 2.495
C 5.444 1.755 1.916
H 5.302 -0.845 -2.937
N -3.939 2.533 -1.239
H -5.157 -4.176 -2.012
H 0.957 -7.304 0.666
C 1.823 2.872 -5.989
H 2.284 -5.523 1.961
H 0.775 -3.248 6.111
C 0.134 5.201 1.532
N -2.707 -1.445 -4.611
C 3.170 4.339 -1.772
H -4.466 -2.587 -2.588
H 2.602 0.699 -3.242
C 3.433 -1.522 -5.343
H -4.446 -4.052 -3.575
O 3.384 6.709 -1.203
C -2.658 -5.991 2.962
H 3.314 4.144 -0.709
C 2.913 8.048 -0.978
N -2.394 -0.955 2.807
H 2.885 -0.745 -1.120
H -1.964 -5.401 -1.372
C -0.769 -1.749 6.636
H -5.843 -1.440 -4.238
H 6.363 1.721 2.501
H 2.486 1.969 -0.297
N -1.400 5.496 -3.888
H 1.980 -5.142 0.254
H -5.975 1.540 -3.635
H 1.681 4.786 3.125
C -6.045 -1.040 0.124
H 5.626 1.359 -2.211
H -3.222 -3.505 1.792
O -1.648 4.705 -1.748
C -6.406 -0.508 -4.194
H -0.258 -1.130 4.877
N -3.759 3.609 0.697
H 1.071 1.711 4.703
H -4.916 0.281 -2.867
O 6.001 -3.778 3.710
O -0.466 -5.909 0.144
H -6.420 -1.379 1.090
H 4.079 0.284 0.999
N 2.295 0.785 6.130
C 1.059 2.050 -7.000
H -2.901 -2.429 -4.730
C -1.097 4.750 -2.873
C 0.464 -6.414 1.058
H 0.523 -3.285 7.703
H 2.095 8.102 -0.259
H -1.719 -6.552 4.817
H 3.359 -2.190 -1.916
C 2.612 5.810 -1.980
H 1.299 -1.887 7.095
H 2.675 -1.507 -6.126
C 0.463 -2.557 6.894
C -7.081 -0.164 -0.519
C -3.075 -2.001 2.834
N -0.690 -0.236 -0.723
H -0.890 5.258 -4.726
C 3.463 0.143 -3.614
C -3.042 -3.864 -1.792
C 3.758 -1.252 -1.530
H 4.444 -1.104 4.681
H -8.778 -0.542 -1.504
H 5.753 0.335 -1.025
C 2.877 1.437 5.174
H 1.397 2.622 -5.018
H 2.241 2.541 3.623
H 0.218 -6.725 2.073
H 3.715 -2.545 -5.094
H -2.299 -3.186 -2.211
H 0.001 2.235 -6.811
O -2.880 -6.569 1.733
H 1.280 0.991 -6.870
C -1.501 -0.979 -4.328
H -2.610 0.238 9.783
H 5.776 2.096 0.936
H 0.892 5.784 1.010
C 4.726 0.363 1.873
H 4.529 -1.403 -0.773
H 2.904 2.749 -5.918
C -5.406 0.622 -3.779
H -0.906 -0.219 -1.709
H 6.894 -3.965 3.413
O 4.091 1.508 4.989
H 4.119 -2.511 5.565
H -2.951 -7.750 4.394
C 4.434 -0.327 -2.529
H 1.129 -4.343 1.593
O -0.659 -1.573 -3.738
C -4.463 2.858 -0.084
H -2.301 0.400 -5.315
H -6.776 -0.397 -5.213
C -0.234 -1.255 -0.084
O 1.431 3.276 0.756
H 1.323 0.520 6.193
N 1.618 -4.239 -4.591
N 2.007 1.952 4.410
H -3.165 -3.713 -0.719
H -0.471 -3.315 -4.074
H 3.976 0.752 -4.358
O -0.228 -1.339 1.114
H 0.105 3.226 -2.620
H -7.307 -0.629 -3.594
H -1.268 -0.150 5.574
H 0.040 -2.114 -1.958
H 1.490 -3.271 -4.850
H -3.561 -5.544 3.380
H 0.070 -3.147 -0.597
H 0.658 1.656 -0.260
H -3.939 -0.758 9.493
H 2.727 3.404 -3.503
H 4.680 4.017 -3.367
H 1.579 5.860 -1.636
C 0.111 3.783 0.914
H -0.068 3.840 -4.281
N -0.362 3.787 -3.317
C 0.680 5.192 2.973
H -1.407 5.675 0.503
C -3.286 -0.052 8.979
O -4.299 0.844 -4.707
H 4.302 2.436 3.439
H -0.803 6.954 1.423
H -6.622 0.520 -1.232
H -1.520 -2.459 6.291
H 2.448 5.972 -3.046
C 0.715 -4.916 -4.000
C 5.891 -2.482 4.128
N -0.356 -4.305 -3.913
H -3.078 2.922 -1.595
H 6.441 -2.411 5.066
H -0.072 4.636 3.532
H 2.706 8.660 -1.856
H -2.708 -0.056 3.142
H 1.769 1.249 1.118
H -1.344 -6.117 0.470
C -4.360 -3.672 -2.557
H -1.596 -0.923 2.188
H -1.601 -2.745 1.803
H -7.526 0.479 0.241
O -2.575 -5.155 -2.070
C 4.598 4.224 -2.300
H 3.676 -2.334 3.812
H -1.338 -7.642 3.708
C 4.441 -2.188 4.575
H 4.168 0.187 2.793
H -2.223 6.082 -3.898
H 5.458 -0.372 1.536
H -2.922 4.043 0.334
H 2.536 -4.644 -4.709
O 1.425 4.234 -6.182
H -4.405 1.772 -4.929
H -5.907 -1.977 -0.414
H -3.836 -6.626 1.660
N 5.080 0.687 -1.691
H -5.133 -0.443 0.127
H -0.602 0.709 -4.892
H -4.254 1.689 -1.696
O 0.956 -6.043 -3.652
C 1.565 1.921 0.284
H 1.805 4.585 -6.990
N -2.522 -2.896 2.190
C 1.512 -5.296 1.226
N -1.082 5.984 1.409
H -3.964 0.786 8.818
N 2.453 3.297 -2.537
N -0.409 -0.650 5.753
H -1.799 -5.321 2.974
H -3.392 -0.741 -4.844
H -0.520 3.842 0.028
H -0.793 -0.338 8.394
O 2.876 -1.008 -4.165
H 4.330 -1.066 -5.763
```

Computed properties:
E (a.u.): -3972.9272
HOMO energy (eV): -8.86

***

Record 2
DFT (ωB97M-V/def2-TZVPD) results for 2 unconnected molecules or ions with the total composition C6H10N2O5.

Structure (XYZ):
```
23
Properties=species:S:1:pos:R:3
H 2.744 1.192 -1.653
H 4.048 0.043 -2.128
C 3.565 0.569 -1.269
H -0.582 0.259 1.902
H -1.423 -2.770 0.224
H -2.048 -1.770 1.414
H -3.100 -0.328 -0.746
N -0.345 1.638 0.334
O -2.369 0.648 0.815
C -1.125 -2.036 0.816
C -0.964 0.438 0.827
H -2.181 1.074 -1.153
H 4.252 1.238 -0.852
C 3.090 -0.305 -0.239
O 0.840 1.605 0.094
N 2.513 -0.633 0.707
O 1.957 -1.129 1.605
C -0.685 -0.871 -0.005
H -0.299 -2.270 1.483
O -1.048 2.535 -0.049
O -0.170 -0.943 -1.070
H -3.797 1.151 -0.547
C -2.874 0.667 -0.512
```

Computed properties:
E (a.u.): -720.0861
HOMO energy (eV): -9.45
Structure (SMILES): CO[C@@H](C(C)=O)[N+](=O)[O-].CC#[N+][O-]